Version A
{
  "formula": "C11H14N2O",
  "method": "ωB97M-V with the def2-TZVPD basis set",
  "symbols": ["C", "C", "C", "C", "C", "C", "C", "O", "H", "H", "H", "H", "H", "H", "H", "H", "C", "C", "C", "C", "N", "N", "H", "H", "H", "H", "H", "H"],
  "positions_angstrom": [[1.5131, 1.3731, -1.4905], [-1.4105, 1.4974, 0.9027], [-0.7902, 2.0403, 2.0608], [-0.5869, 1.2398, -0.1600], [0.8013, 1.5063, -0.1440], [0.5633, 2.0823, 2.1933], [1.3726, 1.8080, 1.0604], [-1.6782, 2.4563, 3.0355], [-2.4654, 1.2610, 0.9770], [-1.0233, 0.7646, -1.0314], [1.0188, 2.3209, 3.1367], [-1.2019, 2.8761, 3.7726], [2.5942, 1.3529, -1.3604], [1.1904, 2.2026, -2.1088], [2.4327, 2.0481, 1.1341], [1.1757, 0.4297, -1.9305], [1.6366, -2.1391, -0.7521], [-1.7645, -2.0532, -1.8568], [0.1436, -2.1977, -0.9116], [-0.7762, -2.5353, 0.0440], [-0.4897, -1.9034, -2.0854], [-1.9970, -2.4227, -0.5703], [-2.5988, -1.8318, -2.5064], [-2.8756, -2.7479, -0.2135], [-0.7491, -3.0132, 1.0152], [2.0670, -2.3381, -1.7212], [1.9611, -2.9251, -0.0731], [1.9371, -1.1517, -0.4162]],
  "gap_ev": 9.07,
  "lumo_ev": 0.823,
  "multiplicity": 1,
  "homo_ev": -8.2
}

Version B
{
  "formula": "C11H14N2O",
  "method": "ωB97M-V with the def2-TZVPD basis set",
  "symbols": ["C", "C", "C", "C", "C", "C", "C", "C", "C", "N", "H", "H", "H", "H", "H", "H", "H", "H", "H", "C", "C", "O", "N", "H", "H", "H", "H", "H"],
  "positions_angstrom": [[-2.8941, 0.7562, -1.3104], [-0.4985, -0.2382, -1.0729], [-1.4172, 0.8616, -1.2495], [0.7749, 0.3180, -1.0550], [-0.6703, 1.9955, -1.2420], [-0.6918, -1.6105, -0.9490], [0.4056, -2.4486, -1.0160], [1.6779, -1.8714, -1.1836], [1.9001, -0.5091, -1.1400], [0.6791, 1.6737, -1.1937], [-1.6756, -2.0454, -0.9970], [0.2653, -3.5189, -1.0457], [2.5242, -2.5460, -1.2474], [-3.2565, 0.3136, -2.2487], [-3.4511, 1.6732, -1.1402], [-0.9478, 3.0157, -1.4642], [1.3998, 2.3668, -1.1317], [2.9404, -0.2398, -1.2835], [-3.2916, 0.0331, -0.5958], [1.4415, 0.7020, 2.0412], [0.1942, 0.1060, 2.6377], [0.2891, -0.7820, 3.4710], [-1.0183, 0.4426, 2.1292], [2.1755, 0.5559, 2.8338], [1.3210, 1.6992, 1.6438], [-1.8367, -0.1089, 2.2955], [-0.9550, 1.1048, 1.3712], [1.8039, 0.0181, 1.2752]],
  "gap_ev": 8.88,
  "lumo_ev": 0.650,
  "multiplicity": 1,
  "homo_ev": -8.2
}

It turns out version B is the most stable, with the second structure 16.0 kcal/mol higher.

Version A
{
  "formula": "C2H2ClN",
  "method": "ωB97M-V with the def2-TZVPD basis set",
  "symbols": ["C", "C", "N", "Cl", "H", "H"],
  "positions_angstrom": [[0.8283, -1.5589, 0.0717], [-0.4336, 0.9792, 0.2166], [1.1211, -2.5230, -0.4258], [-0.8068, 1.2673, -1.3157], [-1.2365, 0.7736, 0.8308], [0.5275, 1.0618, 0.6224]],
  "gap_ev": [6.78, 6.78],
  "lumo_ev": [-3.046, -3.046],
  "multiplicity": 1,
  "homo_ev": [-9.8, -9.8]
}

Version B
{
  "formula": "C2H2ClN",
  "method": "ωB97M-V with the def2-TZVPD basis set",
  "symbols": ["C", "C", "H", "H", "N", "Cl"],
  "positions_angstrom": [[-0.3590, 0.2776, 0.0104], [0.5829, -0.8278, 0.4172], [-1.3942, -0.0602, -0.1235], [-0.4264, 1.2232, 0.7097], [1.3330, -1.6963, 0.5081], [0.2637, 1.0835, -1.5218]],
  "gap_ev": 11.90,
  "lumo_ev": 0.374,
  "multiplicity": 1,
  "homo_ev": -11.5
}

It turns out version B is the most stable, with the second structure 99.4 kcal/mol higher.

Version A
{
  "formula": "C8H16N2O3S2",
  "method": "ωB97M-V with the def2-TZVPD basis set",
  "symbols": ["C", "C", "C", "C", "C", "C", "C", "C", "H", "H", "H", "H", "H", "H", "H", "H", "H", "H", "H", "H", "H", "H", "H", "H", "N", "N", "O", "O", "O", "S", "S"],
  "positions_angstrom": [[-0.4374, -0.2537, -0.2792], [-0.4857, 1.2014, 0.1281], [-0.6684, -0.4510, -1.7750], [-0.5901, -1.8896, -2.2969], [0.6134, -1.2196, -4.7932], [0.5475, 0.6962, 2.4057], [-0.4421, 0.3680, 3.5562], [1.8797, 1.2498, 2.9290], [-1.6269, -1.8155, 0.2805], [-2.4552, -0.4452, 0.1774], [0.4859, -0.7418, 0.0554], [-1.6506, -0.0814, -2.1030], [0.0332, 0.1330, -2.3831], [0.3749, -2.4055, -2.1157], [-1.3728, -2.5532, -1.8900], [0.7062, -0.1466, -4.4965], [1.5187, -1.7205, -4.4227], [0.5504, -1.4176, -5.8715], [-0.1485, 2.5121, 1.6522], [0.7689, -0.2673, 1.9297], [2.2910, 0.5924, 3.7263], [2.6828, 1.2603, 2.1512], [2.3316, 3.5832, 2.5689], [-1.5747, -0.4448, 2.2327], [-1.5541, -0.8135, 0.5059], [-0.0450, 1.5378, 1.4050], [-0.8229, 2.0747, -0.6426], [-0.1747, 0.6540, 4.6944], [-1.5769, -0.1899, 3.1910], [-0.8858, -1.9607, -4.1170], [1.7278, 2.9545, 3.5969]],
  "gap_ev": 9.29,
  "lumo_ev": 0.281,
  "multiplicity": 1,
  "homo_ev": -9.0
}

Version B
{
  "formula": "C8H16N2O3S2",
  "method": "ωB97M-V with the def2-TZVPD basis set",
  "symbols": ["C", "C", "C", "C", "C", "C", "C", "C", "H", "H", "H", "H", "H", "H", "H", "H", "H", "H", "H", "H", "H", "H", "H", "H", "N", "N", "O", "O", "O", "S", "S"],
  "positions_angstrom": [[0.9753, 1.9322, 0.1292], [-0.4491, 1.5756, -0.3743], [2.0294, 0.8939, 0.5789], [2.4511, 0.1036, -0.5519], [5.0476, -0.4239, 0.3017], [-2.0801, -0.3609, -0.7148], [-3.3668, 0.1082, 0.0770], [-1.8293, -1.8473, -0.8965], [0.7004, 4.2205, 0.6089], [0.0941, 3.0422, 1.9003], [1.5082, 2.3416, -0.8445], [2.8785, 1.6242, 0.7902], [1.6252, 0.4322, 1.5528], [3.1690, 0.7831, -1.1447], [1.5591, -0.3051, -1.1957], [5.7795, -1.2245, 0.7971], [5.5975, 0.1074, -0.4957], [4.5864, 0.3116, 1.1076], [-0.1168, -0.3568, 0.3170], [-2.3399, 0.2120, -1.7111], [-0.9277, -2.0919, -1.6092], [-2.8378, -2.2869, -1.2423], [-2.3133, -2.5160, 1.4548], [-2.6016, 1.7456, -0.5390], [0.8639, 3.0725, 1.0237], [-0.7687, 0.2573, -0.2420], [-1.3104, 2.3757, -0.8291], [-4.0782, -0.5720, 0.6979], [-3.4661, 1.3996, -0.0363], [3.6177, -1.3534, -0.3533], [-1.2963, -2.8255, 0.6549]],
  "gap_ev": 9.41,
  "lumo_ev": 0.431,
  "multiplicity": 1,
  "homo_ev": -9.0
}

It turns out version A is the most stable, with the second structure 75.1 kcal/mol higher.

Version A
{
  "formula": "C2H7NO2P",
  "method": "ωB97M-V with the def2-TZVPD basis set",
  "symbols": ["C", "C", "N", "O", "O", "P", "H", "H", "H", "H", "H", "H", "H"],
  "positions_angstrom": [[-0.6934, -0.1898, -1.3076], [0.0476, 0.5285, -0.1577], [0.1495, -0.5837, 0.8976], [-2.1543, -1.1605, 0.5846], [-0.7692, 1.5270, 0.3776], [-2.4917, -0.3254, -0.5750], [-0.4648, -1.2170, -1.6405], [-0.6740, 0.4360, -2.2584], [1.0095, 0.8496, -0.2881], [0.8188, -0.2729, 1.6168], [-0.8926, -0.8977, 1.2817], [0.5332, -1.4302, 0.4896], [-0.4964, 2.4508, 0.3722]],
  "gap_ev": 8.88,
  "lumo_ev": -5.141,
  "multiplicity": 1,
  "total_charge": 1,
  "homo_ev": -14.0
}

Version B
{
  "formula": "C2H7NO2P",
  "method": "ωB97M-V with the def2-TZVPD basis set",
  "symbols": ["C", "C", "N", "O", "O", "P", "H", "H", "H", "H", "H", "H", "H"],
  "positions_angstrom": [[1.5313, -0.7058, -0.4745], [0.5003, 0.6899, 0.9515], [-1.8791, 0.2787, -0.5036], [0.2727, -1.4290, -0.3108], [1.3035, 0.6413, -0.1427], [-0.7039, -0.7789, 0.7114], [2.1988, -1.2153, 0.4409], [1.8918, -0.8659, -1.5646], [0.0549, 1.6127, 1.0007], [1.0555, 0.4673, 2.0084], [-2.2725, -0.3827, -1.1444], [-2.6644, 0.8375, 0.1097], [-1.2889, 0.8502, -1.0821]],
  "gap_ev": 10.91,
  "lumo_ev": -3.858,
  "multiplicity": 1,
  "total_charge": 1,
  "homo_ev": -14.8
}

It turns out version A is the most stable, with the second structure 5.1 kcal/mol higher.

Version A
{
  "formula": "C2H9NO2",
  "method": "ωB97M-V with the def2-TZVPD basis set",
  "symbols": ["C", "C", "N", "H", "H", "H", "H", "H", "H", "H", "O", "H", "H", "O"],
  "positions_angstrom": [[1.4577, -0.2396, 0.0671], [2.6784, 0.0032, -1.8799], [2.7461, -0.1169, -0.6260], [0.5675, -0.5751, -0.4754], [1.2625, 0.7606, 0.4546], [1.5457, -0.9260, 0.9076], [3.6256, 0.1780, -2.3940], [1.7990, -0.0587, -2.5114], [-3.2182, -0.3634, 2.8316], [-2.7553, 1.0231, 3.2946], [-3.1145, 0.1979, 3.6106], [-2.8351, 0.3379, -1.4698], [-1.4422, -0.2357, -1.0857], [-2.3171, 0.0147, -0.7239]],
  "gap_ev": 10.66,
  "lumo_ev": 0.468,
  "multiplicity": 1,
  "homo_ev": -10.2
}

Version B
{
  "formula": "C2H9NO2",
  "method": "ωB97M-V with the def2-TZVPD basis set",
  "symbols": ["C", "C", "N", "H", "H", "H", "H", "H", "H", "H", "O", "H", "H", "O"],
  "positions_angstrom": [[0.4697, -0.8000, 1.2125], [-0.3234, 0.2304, 1.6304], [-0.5959, 1.3058, 0.8499], [0.5957, -1.0705, 0.1958], [0.9239, -1.3890, 2.0128], [-0.7586, 0.1980, 2.6274], [-0.6046, 1.1970, -0.1969], [-1.3883, 1.8515, 1.1816], [-1.0535, -1.4086, -1.4839], [-1.3113, 0.0165, -1.9951], [-1.6390, -0.9103, -2.0661], [1.7801, 0.3833, -0.5379], [2.2975, -0.0610, -1.9118], [1.6077, 0.4567, -1.5188]],
  "gap_ev": 9.14,
  "lumo_ev": 0.786,
  "multiplicity": 1,
  "homo_ev": -8.4
}

It turns out version B is the most stable, with the second structure 2.6 kcal/mol higher.

Version A
{
  "formula": "C4H7N2",
  "method": "ωB97M-V with the def2-TZVPD basis set",
  "symbols": ["C", "C", "C", "C", "N", "N", "H", "H", "H", "H", "H", "H", "H"],
  "positions_angstrom": [[-0.1579, -2.0462, -2.0560], [0.1822, 0.1529, -0.7808], [0.1503, 1.6520, 1.2673], [-0.2421, 0.3556, 1.7722], [-0.1171, -1.0412, -1.3447], [0.0627, 0.5537, 0.4127], [0.8602, -2.6423, -2.2915], [-1.0548, -2.2970, -2.6120], [0.5573, 0.8460, -1.4799], [-0.5450, 2.5065, 1.2862], [1.2744, 2.0019, 1.3881], [0.3603, -0.1721, 2.5330], [-1.3304, 0.1301, 1.9053]],
  "gap_ev": 10.25,
  "lumo_ev": -4.080,
  "multiplicity": 1,
  "total_charge": 1,
  "homo_ev": -14.3
}

Version B
{
  "formula": "C4H7N2",
  "method": "ωB97M-V with the def2-TZVPD basis set",
  "symbols": ["C", "C", "C", "C", "N", "N", "H", "H", "H", "H", "H", "H", "H"],
  "positions_angstrom": [[1.2775, -0.7838, 0.4771], [1.9099, -0.7677, -0.6526], [0.9918, 1.3922, -0.3520], [-1.0626, 0.1615, 0.3278], [-1.6545, -0.9307, -0.3456], [0.4316, 0.3759, 0.1913], [1.4339, -1.4216, 1.4106], [2.0242, 1.4950, -0.1060], [0.3977, 2.1754, -1.0228], [-1.3691, 0.0497, 1.5107], [-1.4461, 1.1485, -0.0710], [-1.5389, -0.9826, -1.3393], [-1.3954, -1.9117, -0.0281]],
  "gap_ev": 9.44,
  "lumo_ev": -5.483,
  "multiplicity": 1,
  "total_charge": 1,
  "homo_ev": -14.9
}

Version C
{
  "formula": "C4H7N2",
  "method": "ωB97M-V with the def2-TZVPD basis set",
  "symbols": ["C", "C", "C", "C", "N", "N", "H", "H", "H", "H", "H", "H", "H"],
  "positions_angstrom": [[-0.5514, 1.0351, -1.0341], [1.4955, -0.4130, 1.3311], [-1.3799, -0.0369, -0.4799], [-0.1468, -0.4703, -1.1252], [0.2462, -0.3994, 1.2947], [-0.3963, -0.7748, 0.1853], [-0.7893, 1.4068, -1.9884], [0.2486, 1.5286, -0.5096], [2.0962, -0.1547, 0.4442], [2.0503, -0.1927, 2.2050], [-2.4186, -0.2162, -0.3784], [-0.0613, -1.1614, -2.0212], [-0.3932, -0.1512, 2.0767]],
  "gap_ev": 9.39,
  "lumo_ev": -5.116,
  "multiplicity": 1,
  "total_charge": 1,
  "homo_ev": -14.5
}

Version D
{
  "formula": "C4H7N2",
  "method": "ωB97M-V with the def2-TZVPD basis set",
  "symbols": ["C", "C", "C", "C", "N", "N", "H", "H", "H", "H", "H", "H", "H"],
  "positions_angstrom": [[1.5657, 0.5712, -0.1207], [-1.6978, 0.7246, -0.0760], [0.9044, -0.6661, -0.7325], [0.8370, -0.3785, 0.7476], [-1.6245, -0.7451, -0.0117], [-0.3044, -0.3422, -0.0607], [2.6883, 0.5984, -0.1199], [1.1331, 1.4780, -0.2969], [-1.7856, 1.3084, -1.0484], [-1.8654, 1.1729, 0.8154], [1.2294, -1.4557, -1.3748], [0.9297, -0.9531, 1.5521], [-2.0099, -1.3128, 0.7264]],
  "gap_ev": 10.44,
  "lumo_ev": -4.198,
  "multiplicity": 1,
  "total_charge": 1,
  "homo_ev": -14.6
}

It turns out version A is the most stable, with the second structure 46.4 kcal/mol higher.